Entry from the OMol25 dataset: C30H23IrN5Si as an isolated structure at a distorted geometry (ωB97M-V/def2-TZVPD).

Element x y z (Å)
Ir -1.509 -0.222 -0.746
C -2.679 -4.214 0.102
C -1.520 -4.971 -0.084
C -0.430 -4.375 -0.660
C -0.466 -3.026 -1.041
N -1.545 -2.276 -0.738
C -2.637 -2.888 -0.224
N 0.611 -2.564 -1.750
C 0.813 -1.371 -2.135
N 0.071 -0.233 -1.831
C 0.714 0.905 -2.316
N 0.411 2.122 -2.118
C -0.688 2.601 -1.450
C -0.789 3.996 -1.355
C -1.885 4.584 -0.779
C -2.904 3.765 -0.291
C -2.735 2.412 -0.372
N -1.645 1.822 -0.909
C 1.895 0.445 -3.067
C 2.853 1.154 -3.763
C 3.889 0.432 -4.342
C 3.952 -0.956 -4.226
C 2.979 -1.663 -3.532
C 1.956 -0.938 -2.955
H -3.587 -4.649 0.491
H -1.493 -6.014 0.203
H 0.487 -4.910 -0.861
H -3.507 -2.258 -0.076
H 0.028 4.571 -1.765
H -1.967 5.660 -0.716
H -3.803 4.174 0.146
H -3.502 1.743 0.002
H 2.794 2.232 -3.833
H 4.665 0.952 -4.887
H 4.777 -1.486 -4.682
H 3.016 -2.740 -3.430
C 2.600 -2.673 2.502
C 2.578 -1.712 1.498
C 1.400 -1.042 1.206
C 0.225 -1.305 1.917
C 0.263 -2.286 2.912
C 1.441 -2.961 3.206
Si -1.329 -0.303 1.645
C -1.136 1.451 2.250
C -0.010 2.214 1.928
C 0.136 3.501 2.420
C -0.839 4.047 3.249
C -1.958 3.302 3.584
C -2.111 2.017 3.077
H 3.520 -3.194 2.732
H 3.477 -1.486 0.939
H 1.403 -0.300 0.415
H -0.635 -2.524 3.472
H 1.451 -3.710 3.987
H -2.445 -0.942 2.386
H 0.766 1.803 1.290
H 1.012 4.080 2.155
H -0.717 5.049 3.640
H -2.711 3.713 4.244
H -2.997 1.447 3.336

Calculated values
Net charge   +1
Relative energy (zero: lowest compared OMol25 entry of this formula, charge and spin)   0.00 kcal per mole
Kohn-Sham gap   6.934 eV
E_tot   -1824.48182 Ha